# 1
Below is 14 unconnected molecules or ions with the total composition C45H105FNO34PS9, with properties calculated with ωB97M-V/def2-TZVPD.

Geometry as XYZ:
```
196
Properties=species:S:1:pos:R:3:mulliken_charge:R:1
C 1.1850 0.4747 -1.8009 -1.68
C 0.1098 0.8749 -0.8581 0.44
C -0.6322 -0.2579 -0.2285 -0.97
O -1.5422 0.1813 0.7771 -0.01
C -2.1881 -0.9459 1.3546 -1.04
N 0.6358 1.7849 0.2673 -0.35
H 1.5087 1.4421 0.6423 0.34
H 1.0886 2.5976 -0.1260 0.33
H 0.0859 1.9902 1.0892 0.37
H 1.8209 -0.3227 -1.4165 0.44
H 1.6652 1.4155 -2.0701 0.50
H 0.7798 0.1399 -2.7558 0.44
H -0.5257 1.4926 -1.4926 0.17
H 0.0335 -0.9693 0.2600 0.42
H -1.1509 -0.8547 -0.9788 0.35
H -2.8807 -1.5266 0.7452 0.38
H -2.7511 -0.5570 2.2030 0.23
H -1.4734 -1.6952 1.6950 0.31
P 5.0596 4.0035 -0.5109 0.66
O 5.5317 3.8320 -2.0018 -0.69
O 4.9404 2.6292 0.2234 -0.73
O 3.7257 4.8429 -0.5492 -0.68
O 6.2205 4.8941 0.1375 -0.77
C -8.2583 -2.9578 1.9965 -0.47
C -9.0491 -1.7578 2.4401 -0.66
C -10.2678 -2.3001 3.0874 -0.37
O -10.5174 -3.5374 2.4408 -0.42
C -9.3571 -3.9446 1.6589 -0.40
H -7.6387 -3.2694 2.8374 0.26
H -7.6624 -2.6974 1.1218 0.30
H -9.3103 -1.1077 1.6051 0.27
H -8.5268 -1.0568 3.0913 0.36
H -11.0037 -1.4995 3.0128 0.28
H -10.1183 -2.3564 4.1656 0.28
H -9.6582 -3.8028 0.6209 0.27
H -9.0917 -4.9713 1.9107 0.26
C 3.2702 -5.5751 -5.6737 -0.46
C 3.2855 -6.1388 -4.2577 -0.51
C 2.4783 -5.1798 -3.3537 -0.41
O 2.0323 -4.1986 -4.3065 -0.38
C 2.9251 -4.1171 -5.4250 -0.47
H 2.4613 -6.0961 -6.1859 0.23
H 4.2003 -5.7819 -6.2032 0.32
H 4.3285 -6.2840 -3.9764 0.28
H 2.8228 -7.1247 -4.2143 0.26
H 3.1791 -4.6621 -2.6987 0.24
H 1.6130 -5.5617 -2.8119 0.28
H 3.7119 -3.4125 -5.1556 0.27
H 2.5337 -3.6926 -6.3494 0.32
O 10.5337 -1.0398 -2.0536 -0.61
S 9.4689 -1.5508 -2.8970 1.15
O 9.3506 -1.1110 -4.3183 -0.62
O 9.6275 -3.1996 -3.0267 -0.28
C 10.1624 -3.8645 -1.9296 -0.10
C 9.8618 -5.2926 -2.2174 -1.27
C 7.8637 -1.3864 -2.0845 -0.83
H 9.6455 -3.5867 -1.0111 0.35
H 11.2378 -3.6942 -1.8776 0.26
H 10.0890 -5.9842 -1.4062 0.39
H 10.4679 -5.6051 -3.0678 0.30
H 8.7947 -5.3981 -2.4132 0.29
H 7.8417 -2.0500 -1.2201 0.27
H 7.0173 -1.5451 -2.7527 0.29
H 7.8239 -0.3252 -1.8391 0.41
O 1.1565 10.0773 -1.0245 -0.58
S 0.6060 9.9526 0.3345 1.10
O 0.1669 11.1778 1.0423 -0.61
O -0.6184 8.8551 0.2639 -0.28
C -0.3521 7.6398 -0.3657 -0.24
C -1.5211 7.3012 -1.3051 -1.39
C 1.8069 9.0011 1.4626 -0.91
H -0.3273 6.8244 0.3572 0.27
H 0.6295 7.5708 -0.8345 0.50
H -2.4709 7.3144 -0.7704 0.28
H -1.3209 6.3720 -1.8384 0.42
H -1.6450 8.0080 -2.1256 0.33
H 1.3046 8.6958 2.3805 0.30
H 2.5657 9.7537 1.6771 0.35
H 2.2840 8.1858 0.9187 0.40
O -2.8161 5.2378 -6.8992 -0.57
S -3.5295 3.9553 -6.7808 1.04
O -3.3733 3.0226 -5.6502 -0.51
O -5.1784 4.2212 -6.9477 -0.30
C -5.6333 5.2259 -7.8649 -0.24
C -7.0645 4.8953 -8.3609 -1.12
C -3.3454 3.1010 -8.4054 -0.96
H -4.9298 5.3809 -8.6828 0.32
H -5.5977 6.2045 -7.3862 0.32
H -7.3807 5.5365 -9.1837 0.35
H -7.7750 4.9156 -7.5346 0.29
H -7.0107 3.8650 -8.7125 0.29
H -4.0804 2.3144 -8.5761 0.32
H -2.4163 2.5381 -8.3157 0.42
H -3.3997 3.8385 -9.2062 0.32
O -5.4191 -4.4863 -3.3484 -0.55
S -5.0496 -4.2778 -4.7378 1.16
O -5.4903 -5.1347 -5.8597 -0.61
O -5.4730 -2.7359 -5.2246 -0.28
C -5.1682 -1.6921 -4.3709 -0.26
C -6.2990 -0.7151 -4.2176 -1.35
C -3.2306 -4.1712 -4.8233 -0.98
H -4.3531 -1.1205 -4.8148 0.28
H -4.7913 -1.9932 -3.3934 0.41
H -7.1615 -1.1054 -3.6774 0.34
H -6.5548 -0.2482 -5.1687 0.29
H -5.8100 0.0459 -3.6095 0.42
H -2.8991 -5.2095 -4.8099 0.38
H -2.8207 -3.6872 -3.9368 0.31
H -2.8288 -3.7004 -5.7205 0.36
O 0.5720 3.5357 4.8531 -0.45
S 1.6406 3.8823 5.8143 0.95
O 1.7848 5.2088 6.4865 -0.62
O 1.7148 2.6407 6.9650 -0.24
C 2.7083 2.7684 8.0273 -0.14
C 2.6097 1.6930 9.1289 -1.25
C 3.3345 3.5973 4.9738 -0.96
H 2.7749 3.7685 8.4555 0.36
H 3.6934 2.5361 7.6228 0.26
H 2.6599 0.6718 8.7512 0.26
H 1.6392 1.8601 9.5962 0.34
H 3.3601 1.7396 9.9181 0.37
H 4.1375 3.9359 5.6285 0.33
H 3.3870 4.2131 4.0760 0.48
H 3.4750 2.5702 4.6370 0.24
O -2.3871 -6.2025 0.4332 -0.50
S -2.5450 -7.6323 0.4549 1.03
O -2.3369 -8.4168 -0.7799 -0.59
O -1.6795 -8.2612 1.7086 -0.29
C -1.5491 -9.7078 1.8241 -0.34
C -1.9397 -10.1261 3.1743 -1.01
C -4.3426 -7.8864 1.0623 -0.94
H -0.5013 -9.8831 1.5799 0.30
H -2.1732 -10.1540 1.0498 0.40
H -1.2981 -9.7344 3.9636 0.29
H -1.8907 -11.2131 3.2391 0.35
H -2.9771 -9.8400 3.3474 0.26
H -4.4948 -7.2954 1.9655 0.34
H -4.4858 -8.9276 1.3509 0.29
H -5.0477 -7.8119 0.2344 0.38
O -4.8547 3.0246 5.6422 -0.58
S -5.3547 4.1113 4.8287 1.21
O -6.7440 4.5936 4.8859 -0.64
O -4.3789 5.3426 5.1102 -0.29
C -4.5920 6.6499 4.6098 -0.22
C -3.2644 7.2830 4.2821 -1.13
C -4.8733 3.7015 3.1012 -1.01
H -5.0905 7.2506 5.3706 0.29
H -5.2900 6.6967 3.7740 0.33
H -3.3582 8.3685 4.2529 0.36
H -2.8763 6.8480 3.3611 0.28
H -2.5371 6.9349 5.0156 0.30
H -5.2780 2.7432 2.7755 0.42
H -3.7863 3.7030 3.1817 0.26
H -5.2431 4.5199 2.4835 0.35
O 4.7979 -2.6363 8.7857 -0.57
S 5.5782 -2.4671 7.5780 1.07
O 6.1017 -3.6249 6.7827 -0.59
O 4.6298 -1.5318 6.5906 -0.19
C 5.0532 -1.3090 5.2028 -0.29
C 3.7888 -1.4479 4.2736 -1.47
C 6.8708 -1.1137 7.8708 -0.93
H 5.8132 -2.0004 4.8387 0.40
H 5.5439 -0.3373 5.1470 0.41
H 3.5227 -2.4293 3.8808 0.37
H 4.0452 -0.9310 3.3488 0.43
H 2.9103 -0.9376 4.6685 0.32
H 7.3919 -0.9586 6.9261 0.33
H 7.6871 -1.4205 8.5247 0.37
H 6.4704 -0.2062 8.3226 0.29
O 2.1374 4.2255 -8.5462 -0.62
S 2.8438 3.4563 -7.5247 1.13
O 2.4164 2.0640 -7.3036 -0.63
O 4.4458 3.5088 -7.9222 -0.28
C 5.3275 2.6127 -7.2674 -0.23
C 6.7721 3.0949 -7.5695 -1.19
C 2.8177 4.4550 -5.9602 -0.83
H 5.1987 1.5881 -7.6163 0.25
H 5.0682 2.5347 -6.2116 0.41
H 7.0064 2.9416 -8.6229 0.31
H 7.4920 2.4045 -7.1299 0.38
H 6.9172 4.1108 -7.2022 0.30
H 2.8456 5.5128 -6.2214 0.31
H 3.7200 4.2486 -5.3845 0.35
H 1.9411 4.2527 -5.3449 0.32
F -2.8595 -6.1182 5.8912 -0.31
C -2.0011 -5.0740 6.1141 0.43
C -0.7309 -5.3291 6.5419 -0.38
C 0.0808 -4.2812 6.9513 -0.36
C -0.4191 -2.9413 6.9307 -0.61
C -1.6248 -2.6592 6.3019 -0.44
C -2.4429 -3.7398 5.9576 -0.51
H -0.4199 -6.3634 6.5419 0.37
H 1.1091 -4.4978 7.2007 0.41
H 0.3120 -2.1616 7.0852 0.48
H -1.8528 -1.6453 6.0081 0.48
H -3.4277 -3.6479 5.5239 0.41
```

## Properties
2S+1: 1
Lowest unoccupied orbital energy (eV): 2.27
HOMO level (Eh): 0.036
Charge: -2
Kohn-Sham gap (eV): 1.289


# 2
Below is 9 unconnected molecules or ions with the total composition C45H105N3O9, with properties calculated with ωB97M-V/def2-TZVPD.

Geometry as XYZ:
```
162
Properties=species:S:1:pos:R:3:mulliken_charge:R:1
C 1.9769 1.5368 0.0086 -1.58
C 3.3932 2.1411 0.0402 1.57
C 4.2122 1.4150 -1.0680 -1.86
C 3.2113 3.6610 -0.2138 -0.52
C 4.5204 4.3786 0.0755 -0.90
C 4.8457 4.1250 1.5288 -1.02
C 5.0281 2.6575 1.9290 1.73
C 6.3754 2.1528 1.3787 -1.98
C 5.0163 2.6003 3.4694 -2.03
N 3.8736 1.9308 1.4150 1.80
O 4.0085 0.5396 1.7452 -0.69
H 1.5034 1.6417 -0.9685 0.45
H 2.0107 0.4838 0.3007 0.28
H 1.3235 2.0088 0.7486 -0.38
H 5.2356 1.7877 -0.9862 0.44
H 4.3066 0.3898 -0.7085 0.39
H 3.7602 1.5713 -2.0401 0.19
H 3.0664 3.6999 -1.2997 0.60
H 2.3538 4.0705 0.3101 -0.38
H 5.3431 4.0270 -0.5546 0.42
H 4.4894 5.4566 -0.1029 0.45
H 4.0742 4.5799 2.1557 -0.22
H 5.7911 4.6431 1.7339 0.55
H 7.1487 2.2032 2.1619 0.55
H 6.8533 2.7192 0.5814 0.34
H 6.4082 1.0703 1.2338 0.28
H 5.8902 3.1376 3.8462 0.47
H 5.0779 1.5373 3.7031 0.49
H 4.1938 3.0921 3.9902 0.16
H 3.2340 0.4483 2.3081 0.22
C 0.3835 -4.1416 -2.4106 -1.66
C 1.6568 -3.9141 -1.6054 2.43
C 2.3786 -2.6127 -1.9570 -2.17
C 1.2933 -3.7559 -0.1053 -1.00
C 0.7389 -5.0238 0.5442 -0.25
C 1.8059 -6.1246 0.3459 -1.62
C 2.2908 -6.3358 -1.1097 2.03
C 3.5267 -7.2056 -1.0859 -2.14
C 1.1435 -7.1189 -1.8270 -1.79
N 2.5987 -5.0429 -1.7137 0.25
O 3.0714 -5.1341 -3.0493 -0.50
H -0.2593 -4.9333 -2.0269 0.16
H -0.2341 -3.2426 -2.4789 -0.06
H 0.5822 -4.4798 -3.4314 0.51
H 2.7355 -2.5883 -2.9850 0.55
H 1.6020 -1.8575 -1.8190 0.12
H 3.2108 -2.5041 -1.2656 0.57
H 2.1781 -3.4588 0.4628 0.49
H 0.5549 -2.9682 0.0805 0.02
H 0.6211 -4.8583 1.6155 0.49
H -0.2166 -5.3498 0.1310 0.03
H 1.2937 -7.0086 0.7349 0.44
H 2.6941 -5.9415 0.9559 0.34
H 3.8992 -7.3708 -2.1037 0.55
H 3.4156 -8.1867 -0.6273 0.43
H 4.3914 -6.7441 -0.5957 0.40
H 0.1453 -7.0441 -1.4005 0.19
H 1.3969 -8.1775 -1.9081 0.50
H 1.0871 -6.7440 -2.8518 0.26
H 3.9832 -5.4214 -2.9266 0.38
C -1.1445 2.9018 2.6808 -1.84
C -0.8210 4.3944 2.4907 1.91
C -0.7660 4.7546 0.9939 -1.28
C -2.0012 5.1581 3.1216 -1.35
C -1.6902 6.6262 3.3916 -0.77
C -0.4454 6.7076 4.2336 -1.44
C 0.7859 5.9940 3.6057 1.56
C 1.3477 6.9029 2.4755 -1.32
C 1.7823 5.9835 4.7861 -1.94
N 0.4440 4.6633 3.1899 0.03
O 1.5622 4.0170 2.6510 0.27
H -2.1828 2.6399 2.4820 0.36
H -0.4728 2.1577 2.2518 0.01
H -1.0281 2.7580 3.7625 0.58
H -0.9032 5.8252 0.8608 0.44
H 0.1757 4.4001 0.5747 -0.30
H -1.5696 4.2292 0.4745 0.50
H -2.7249 5.1850 2.3019 0.40
H -2.4086 4.6920 4.0179 0.40
H -1.6912 7.1880 2.4562 0.36
H -2.5338 7.0120 3.9740 0.42
H -0.6592 6.3244 5.2383 0.44
H -0.1805 7.7349 4.5045 0.51
H 2.2681 6.4519 2.1025 0.03
H 1.6318 7.8944 2.8413 0.43
H 0.6227 7.1308 1.6966 0.32
H 2.8164 5.7205 4.5682 0.25
H 1.3848 5.4013 5.6227 0.46
H 1.7930 6.9702 5.2625 0.42
H 1.7045 3.2312 3.1943 0.17
C -0.7821 -2.2859 2.8749 -0.64
C 0.2056 -1.7997 3.9532 0.23
C 1.4689 -1.3389 3.2385 -0.54
O -0.3172 -0.6513 4.6153 -0.52
H -0.3687 -2.8026 2.0168 -0.15
H -1.2484 -1.3548 2.5340 0.04
H -1.6108 -2.8314 3.3297 0.43
H 0.3721 -2.6135 4.6607 0.50
H 1.4889 -0.3511 2.7705 -0.45
H 1.9083 -2.0427 2.5250 0.27
H 2.3356 -1.1900 3.9042 0.58
H -0.4774 -0.8711 5.5363 0.29
C -3.3340 -0.6483 -0.0249 -0.81
C -2.0436 0.1393 -0.2576 1.94
C -1.5511 -0.0506 -1.6805 -0.52
O -2.3730 1.5071 -0.0903 -0.55
H -4.0898 -0.4270 -0.7791 0.02
H -3.7628 -0.3239 0.9279 0.56
H -3.2109 -1.7274 -0.0122 -0.16
H -1.2318 -0.1055 0.4362 -0.67
H -2.2349 0.2358 -2.4774 0.23
H -1.2235 -1.0820 -1.8503 -0.19
H -0.6090 0.4841 -1.8484 -0.10
H -2.8663 1.6693 0.7165 0.24
C -5.5192 -5.3353 1.8418 -1.50
C -5.0130 -3.9265 1.5945 1.33
C -5.6038 -2.8371 2.4942 -1.25
O -3.5966 -3.7616 1.5150 -0.24
H -4.9879 -6.0713 1.2372 0.36
H -6.5495 -5.5872 1.5637 0.38
H -5.5581 -5.5846 2.9079 0.34
H -5.3905 -3.7774 0.5732 -0.10
H -5.5473 -3.0815 3.5553 0.35
H -6.6674 -2.7233 2.2684 0.38
H -5.1112 -1.8961 2.2646 0.19
H -3.4216 -3.4999 0.6086 -0.11
C -5.4916 3.8505 -4.4481 -1.34
C -4.8817 2.4496 -4.3366 0.37
C -4.8554 1.9168 -2.8969 -0.81
O -5.6420 1.5216 -5.1351 -0.58
H -5.4904 4.2635 -5.4553 0.36
H -4.8823 4.5498 -3.8631 0.34
H -6.4881 3.9446 -4.0115 0.35
H -3.9141 2.4259 -4.8360 0.24
H -5.8296 2.1408 -2.4583 0.47
H -4.0819 2.5201 -2.4137 0.17
H -4.6310 0.8594 -2.8082 0.11
H -6.5563 1.5400 -4.8333 0.34
C 2.6533 0.5540 -4.7520 -0.86
C 1.6804 1.3328 -5.6264 0.47
C 0.2507 0.7865 -5.4575 -1.18
O 1.6127 2.6974 -5.1993 -0.59
H 3.0862 -0.3055 -5.2690 0.45
H 2.1250 0.2011 -3.8627 -0.14
H 3.5104 1.1008 -4.3553 0.39
H 1.8836 1.3120 -6.6960 0.34
H 0.0512 -0.1863 -5.9111 0.45
H -0.4298 1.4824 -5.9627 0.43
H -0.1568 0.7975 -4.4411 0.02
H 0.9146 2.8097 -4.5518 0.32
C -3.5834 -5.6164 -1.5130 -1.41
C -3.3443 -4.3374 -2.2899 1.72
C -3.3446 -4.5436 -3.7932 -1.70
O -4.4646 -3.4499 -2.0272 -0.55
H -3.6121 -5.6300 -0.4250 0.14
H -2.8185 -6.3808 -1.7054 0.34
H -4.4821 -6.0719 -1.9471 0.49
H -2.5052 -3.7671 -1.8807 -0.54
H -3.1550 -3.5845 -4.2791 0.38
H -4.3424 -4.7965 -4.1574 0.42
H -2.6310 -5.2982 -4.1293 0.35
H -5.2229 -4.0122 -1.8311 0.32
```

## Properties
2S+1: 1
Lowest unoccupied orbital energy (eV): 0.52
HOMO level (Eh): -0.298
Relative energy (zero: lowest compared OMol25 entry of this formula, charge and spin) (kcal per mole): 37.6
Kohn-Sham gap (eV): 8.627